{
  "formula": "C4H8O3",
  "method": "ωB97M-V/def2-TZVPD",
  "homo_ha": -0.370,
  "total_charge": 0,
  "orbital_gap_ev": 10.5649,
  "de_lowest_kj_mol": 343.5,
  "symbols": ["C", "C", "C", "C", "O", "O", "O", "H", "H", "H", "H", "H", "H", "H", "H"],
  "positions_angstrom": [[-0.91010, -0.71050, 0.18824], [0.21174, 0.04187, -0.54550], [1.45895, -0.01111, 0.29512], [2.06728, 1.05541, 0.78317], [-1.14064, -1.92848, 0.00045], [-1.23398, -0.13410, 1.33884], [-0.15848, 1.37506, -0.80445], [-1.73669, -0.75910, 1.88639], [-2.19712, -1.30617, -1.15641], [-0.97858, 1.37743, -1.31200], [-2.31878, -0.50558, -1.52138], [0.38543, -0.51097, -1.48095], [1.84830, -1.01033, 0.44243], [3.02201, 0.98060, 1.28005], [1.68066, 2.04599, 0.60600]]
}